Molecular formula: C9H28N6O5
Method: DFT, the ωB97M-V functional and the def2-TZVPD basis

Last column: Mulliken charge in e.
CARTESIAN COORDINATES (ANGSTROEM)
N 7.178 0.067 3.979  -0.367
C 6.499 0.278 2.923  0.663
N 7.012 -0.369 1.942  -0.418
O 5.483 0.957 2.886  -0.680
H 7.962 -0.552 3.827  0.160
H 6.848 0.359 4.888  0.219
H 6.460 -0.102 1.139  0.224
H 7.690 -1.117 1.904  0.201
N -4.315 0.121 -1.723  -0.334
C -5.429 -0.036 -1.140  0.662
N -5.219 -0.168 0.148  -0.387
O -6.486 -0.049 -1.695  -0.660
H -4.266 0.293 -2.717  0.199
H -3.531 0.177 -1.089  0.152
H -6.090 -0.307 0.640  0.201
H -4.351 -0.038 0.647  0.169
N 0.947 0.330 1.686  -0.314
C 0.168 -0.181 2.556  0.669
N 0.849 -0.516 3.628  -0.406
O -1.004 -0.395 2.423  -0.659
H 0.674 0.637 0.763  0.203
H 1.901 0.560 1.923  0.119
H 1.779 -0.160 3.796  0.166
H 0.305 -0.857 4.408  0.221
C -0.963 -4.869 -0.481  -1.427
C -0.863 -6.069 -1.401  0.697
C -1.949 -6.033 -2.508  -1.301
O 0.428 -6.087 -1.903  -0.540
H -1.986 -4.738 -0.130  0.370
H -0.787 -3.932 -1.011  0.343
H -0.347 -4.990 0.410  0.399
H -1.119 -6.981 -0.862  0.134
H -1.784 -5.265 -3.263  0.349
H -2.870 -5.667 -2.053  0.344
H -2.165 -7.009 -2.944  0.315
H 1.056 -5.869 -1.211  0.318
C -0.643 6.829 -2.262  -1.676
C -0.044 5.484 -1.729  0.544
C -0.965 4.907 -0.615  -1.049
O -0.143 4.743 -2.904  -0.559
H -0.198 7.328 -3.123  0.367
H -0.837 7.591 -1.507  0.371
H -1.676 6.667 -2.571  0.488
H 0.966 5.689 -1.376  0.332
H -0.429 4.768 0.324  0.289
H -1.056 3.851 -0.868  0.270
H -1.806 5.566 -0.400  0.305
H -0.885 5.154 -3.353  0.317

Values from the calculation:
SMILES   NC(N)=O.NC(N)=O.NC(N)=O.CC(C)O.CC(C)O
E   -1064.43602 hartree
LUMO level   0.28 eV
Frontier orbital gap   9.84 eV
HOMO energy   -9.55 eV

---

Molecular formula: C2H6O4P
Method: DFT, the ωB97M-V functional and the def2-TZVPD basis

Last column: Mulliken charge in e.
CARTESIAN COORDINATES (ANGSTROEM)
C -1.568 -1.507 0.066  -0.355
C -2.164 -0.165 0.488  0.325
O -0.907 -1.399 -1.207  -0.240
O -1.708 0.726 -0.243  -0.356
O 2.927 1.806 0.247  -0.636
O 0.971 -0.072 -0.415  -0.339
P -0.158 -0.048 -1.531  0.599
H -0.852 -1.835 0.777  0.268
H -2.265 -2.341 -0.221  0.320
H 3.853 1.489 0.347  0.312
H -2.790 0.248 1.319  0.394
H 2.982 2.687 0.587  0.303
H 1.681 0.409 -0.215  0.406

Values from the calculation:
E   -721.85992 hartree
LUMO level   -4.77 eV
Frontier orbital gap   10.84 eV
HOMO energy   -15.62 eV
Net charge   +1

---

Molecular formula: CH3BrS
Method: DFT, the ωB97M-V functional and the def2-TZVPD basis

Last column: Mulliken charge in e.
CARTESIAN COORDINATES (ANGSTROEM)
S 1.353 0.551 0.227  -0.139
C -0.249 -0.170 -0.332  -0.481
Br -0.561 -2.024 0.426  -0.110
H 0.714 1.350 1.194  0.148
H -1.013 0.576 -0.035  0.306
H -0.244 -0.282 -1.480  0.276

Values from the calculation:
SMILES   SCBr
E   -3012.07876 hartree
LUMO level   0.48 eV
Frontier orbital gap   10.02 eV
HOMO energy   -9.54 eV

---

Molecular formula: C4H16O5
Method: DFT, the ωB97M-V functional and the def2-TZVPD basis

Last column: Löwdin spin population.
CARTESIAN COORDINATES (ANGSTROEM)
C 1.763 -0.330 -2.374  0.071
C 0.840 1.459 0.908  0.074
O -0.179 2.316 0.489  0.010
C 1.511 0.680 -0.115  0.326
C 1.409 0.745 -1.418  0.312
H 2.183 0.110 -3.258  0.020
H 2.698 -0.900 -1.930  0.006
H 1.043 -1.001 -2.873  0.022
H 1.639 2.134 1.407  0.045
H 0.165 1.048 1.647  0.014
H -0.048 2.889 -0.144  0.001
H 1.998 -0.113 0.462  0.010
H 0.938 1.636 -1.772  0.011
H -1.415 1.238 0.662  0.000
H -2.663 0.919 1.753  0.000
O -2.009 0.594 1.214  0.004
H -1.026 -1.669 3.133  0.000
H 0.305 -1.217 3.172  0.000
O -0.202 -1.812 2.520  0.000
H -2.055 -1.615 0.698  0.000
H -1.552 -3.025 0.977  0.000
O -2.078 -2.502 0.268  0.000
H -1.545 -1.121 -1.563  0.002
H -1.005 0.073 -2.310  -0.001
O -0.715 -0.538 -1.556  0.073

Values from the calculation:
E   -537.74756 hartree
2S+1   2
LUMO level (alpha / beta)   -4.13 / -8.41 eV
Frontier orbital gap (alpha / beta)   9.50 / 5.22 eV
Expectation value of S²   0.7533
HOMO energy (alpha / beta)   -13.63 / -13.63 eV
Net charge   +1

---

Molecular formula: C9H13N2
Method: DFT, the ωB97M-V functional and the def2-TZVPD basis

Last column: Mulliken charge in e.
CARTESIAN COORDINATES (ANGSTROEM)
C 0.371 2.522 -0.521  -1.043
C -0.272 1.491 0.011  0.185
C 0.272 0.515 1.055  -0.166
C 1.352 -0.388 0.688  -0.221
N 2.483 0.298 0.290  -0.581
C 0.700 -1.562 -0.249  -1.028
C -0.904 -1.395 -0.164  0.161
C -1.739 -0.525 -1.107  -1.035
C -1.499 0.649 -0.096  0.670
C -2.231 0.288 1.178  -0.549
N -0.944 -0.386 0.916  0.179
H -0.019 3.150 -1.282  0.358
H 1.445 2.715 -0.107  0.284
H 0.242 0.893 2.012  0.380
H 1.612 -0.894 1.569  0.528
H 2.431 0.890 -0.532  0.187
H 3.406 -0.125 0.155  0.277
H 1.001 -1.592 -1.240  0.448
H 0.951 -2.482 0.231  0.340
H -1.196 -2.418 0.054  0.299
H -1.231 -0.237 -1.992  0.358
H -2.689 -0.843 -1.234  0.411
H -2.263 0.995 2.027  0.280
H -3.158 -0.266 0.980  0.277

Values from the calculation:
SMILES   C=C1[C@@H]2[C@H](N)C[C@@H]3C[C@]14C[N@@+]324
E   -459.83889 hartree
LUMO level   -2.88 eV
Frontier orbital gap   10.07 eV
HOMO energy   -12.95 eV
Net charge   +1

---

Molecular formula: C5H14N2O
Method: DFT, the ωB97M-V functional and the def2-TZVPD basis

Last column: Mulliken charge in e.
CARTESIAN COORDINATES (ANGSTROEM)
C 0.637 3.087 0.882  -0.868
C 0.557 1.838 0.424  -0.217
C -0.489 1.247 -0.514  -0.035
C -0.876 -0.123 0.021  -0.852
N 0.238 -1.041 -0.290  -0.248
C 0.267 -2.352 0.420  -0.610
N 0.118 -2.404 1.885  -0.563
H 1.364 3.455 1.651  0.254
H -0.016 3.977 0.509  0.225
H 1.154 1.106 0.966  0.188
H -1.440 1.827 -0.510  0.350
H 0.016 1.184 -1.501  0.290
H -1.153 -0.086 1.087  0.400
H -1.750 -0.498 -0.591  0.359
H 0.976 -0.566 0.115  0.170
H -0.576 -2.900 -0.031  0.371
H 1.265 -2.798 0.130  0.331
H 0.685 -1.764 2.448  0.222
H -0.811 -2.311 2.266  0.256
O 0.335 -0.337 -3.196  -0.668
H -0.299 0.198 -3.710  0.318
H -0.202 -0.740 -2.461  0.328

Values from the calculation:
SMILES   C=CCCNCN.O
E   -383.59423 hartree
LUMO level   0.93 eV
Frontier orbital gap   10.21 eV
HOMO energy   -9.28 eV